Density functional theory data (ωB97M-V with the def2-TZVPD basis set) for a cluster of 2 separate species, CH7OS2 in total in a non-equilibrium geometry.

## Properties
E_HOMO (eV): -14.8
Charge: +1
HOMO-LUMO gap (eV): 9.66

```
11
Properties=species:S:1:pos:R:3:nbo_charge:R:1
O -2.701 -1.267 -0.370 -0.9558
H 1.721 1.792 -1.016 0.1665
H -3.500 -1.364 -0.815 0.4811
H -2.693 -1.837 0.380 0.4755
C 1.497 -0.353 -0.005 -0.7828
S 1.801 1.380 0.221 0.5653
S 0.147 2.140 1.224 0.0775
H 2.112 -0.890 0.758 0.2810
H 1.914 -0.783 -0.897 0.2868
H 0.489 -0.559 -0.001 0.2669
H -0.786 1.741 0.521 0.1379
```

Density functional theory data (ωB97M-V with the def2-TZVPD basis set) for the ion C2H3F3NO with charge -1 in a non-equilibrium geometry.

## Properties
E_HOMO (eV): -2.4
Charge: -1
Structure (SMILES): [O-]N[C@@H](F)C(F)F
HOMO-LUMO gap (eV): 6.85

```
10
Properties=species:S:1:pos:R:3:nbo_charge:R:1
C 0.925 -0.137 0.132 0.1216
C 0.336 -1.468 0.515 0.4660
N -0.319 1.092 0.682 -0.2931
O -1.479 0.525 1.025 -0.7331
F 2.015 0.138 0.858 -0.3533
F 0.952 -2.127 1.625 -0.3811
F 0.347 -2.464 -0.458 -0.3900
H 1.083 -0.110 -0.889 0.1255
H -0.823 -1.260 0.681 0.1877
H -0.273 1.358 -0.293 0.2498
```

Density functional theory data (ωB97M-V with the def2-TZVPD basis set) for a cluster of 2 separate species, C3HF2NO in total in a non-equilibrium geometry.

## Properties
E_HOMO (eV): -9.1
Charge: 0
HOMO-LUMO gap (eV): 9.58

```
8
Properties=species:S:1:pos:R:3:nbo_charge:R:1
C -0.749 -0.789 -0.036 0.2087
C -0.445 0.467 2.590 0.4861
C -1.641 -1.432 0.672 0.5668
N 0.010 -0.406 -0.900 -0.5418
O -1.409 0.963 2.907 -0.4982
F -1.331 -2.394 1.554 -0.3003
F -2.940 -1.129 0.703 -0.2955
H 0.587 0.419 -0.751 0.3744
```

The calculation returns the following calculated total energy values, one per record and in order: -913.58963, -507.50141, -444.55364 Ha.
The calculation returns the following energy above the lowest of the compared OMol25 structures with the same formula, charge and spin values, one per record and in order: 83.9, 183.7, 142.5 kJ/mol.